Entry 1:
Below is a 4-piece molecular cluster, C27H62N3O2 overall in a non-equilibrium geometry, with properties calculated with ωB97M-V with the def2-TZVPD basis set.

Geometry (Å):
1 C 1.089 -2.931 -0.352
2 C 1.717 -3.939 -1.312
3 C 3.267 -3.870 -1.473
4 C 3.916 -2.521 -1.212
5 C 3.855 -1.523 -2.366
6 C 2.467 -1.056 -2.798
7 C 1.804 0.035 -1.936
8 O 2.718 0.653 -1.021
9 C 2.422 0.484 0.295
10 C 3.634 0.270 1.164
11 O 1.293 0.525 0.736
12 H 0.616 -3.425 0.500
13 H 0.328 -2.316 -0.848
14 H 1.469 -4.963 -1.009
15 H 1.277 -3.822 -2.312
16 H 3.706 -4.579 -0.763
17 H 3.553 -4.235 -2.466
18 H 4.986 -2.703 -1.031
19 H 3.520 -2.093 -0.294
20 H 4.327 -1.983 -3.238
21 H 4.467 -0.658 -2.105
22 H 2.574 -0.644 -3.807
23 H 1.766 -1.882 -2.870
24 H 1.439 0.822 -2.600
25 H 0.951 -0.369 -1.402
26 H 3.500 -0.718 1.603
27 H 3.682 1.020 1.947
28 H 4.543 0.270 0.570
29 C -5.177 1.557 4.224
30 C -4.175 1.031 3.207
31 N -3.792 1.995 2.199
32 C -3.070 1.358 1.104
33 C -1.745 0.668 1.437
34 C -3.247 3.243 2.695
35 C -2.023 3.176 3.619
36 H -6.055 1.971 3.725
37 H -5.505 0.742 4.872
38 H -4.748 2.330 4.864
39 H -4.629 0.187 2.685
40 H -3.304 0.623 3.746
41 H -2.913 2.096 0.312
42 H -3.746 0.610 0.674
43 H -0.937 1.374 1.608
44 H -1.429 0.035 0.608
45 H -1.837 0.026 2.315
46 H -4.045 3.775 3.223
47 H -3.011 3.870 1.832
48 H -2.141 2.421 4.398
49 H -1.887 4.140 4.117
50 H -1.107 2.960 3.073
51 C -1.719 -5.880 3.742
52 C -2.961 -5.004 3.805
53 N -2.664 -3.623 4.124
54 C -3.836 -2.844 4.469
55 C -4.899 -2.634 3.384
56 C -1.702 -2.963 3.244
57 C -2.011 -2.899 1.744
58 H -1.138 -5.794 4.662
59 H -2.009 -6.924 3.617
60 H -1.075 -5.617 2.903
61 H -3.617 -5.390 4.592
62 H -3.516 -5.113 2.859
63 H -3.495 -1.866 4.823
64 H -4.314 -3.319 5.333
65 H -4.546 -1.947 2.618
66 H -5.799 -2.196 3.824
67 H -5.192 -3.566 2.901
68 H -0.736 -3.457 3.371
69 H -1.548 -1.949 3.621
70 H -2.349 -3.861 1.354
71 H -1.110 -2.626 1.192
72 H -2.768 -2.150 1.511
73 C 2.141 6.165 -5.788
74 C 2.919 5.326 -4.785
75 N 2.130 4.263 -4.199
76 C 2.753 3.647 -3.038
77 C 4.072 2.895 -3.242
78 C 1.506 3.350 -5.139
79 C 2.412 2.599 -6.124
80 H 1.221 6.545 -5.342
81 H 2.745 7.018 -6.103
82 H 1.882 5.600 -6.684
83 H 3.245 5.978 -3.971
84 H 3.838 4.957 -5.271
85 H 2.029 2.971 -2.579
86 H 2.920 4.438 -2.299
87 H 3.923 1.939 -3.744
88 H 4.513 2.672 -2.269
89 H 4.799 3.479 -3.810
90 H 0.767 3.912 -5.718
91 H 0.924 2.626 -4.565
92 H 3.144 3.260 -6.593
93 H 1.805 2.167 -6.923
94 H 2.948 1.780 -5.648

Computed properties:
relative energy (zero: lowest compared OMol25 entry of this formula, charge and spin) = 0.000 eV
charge = -1
DFT total energy = -1380.5895 hartree
multiplicity = 1
LUMO level = 2.63 eV

Entry 2:
Below is a 7-piece molecular cluster, C27H63F3O11 overall in a non-equilibrium geometry, with properties calculated with ωB97M-V with the def2-TZVPD basis set.

Geometry (Å):
1 O 3.933 -0.106 -0.545
2 C 2.615 -0.158 0.075
3 O 1.701 0.680 -0.639
4 C 0.521 -0.040 -1.063
5 C -0.763 0.929 -1.242
6 O -1.847 0.269 -0.557
7 C -2.914 1.170 -0.215
8 C -4.145 1.166 -1.226
9 C -4.979 -0.191 -1.267
10 C -4.150 -1.459 -1.734
11 F -3.313 -1.441 -2.885
12 C -4.154 -2.665 -1.020
13 F -4.686 -2.670 0.283
14 F -3.640 -3.859 -1.536
15 C -3.335 0.799 1.309
16 O -2.060 0.621 2.012
17 O -2.209 -0.241 3.061
18 H 4.261 -1.027 -0.496
19 H 2.665 0.181 1.170
20 H 2.320 -1.261 0.105
21 H 0.253 -0.801 -0.240
22 H 0.692 -0.672 -2.007
23 H -0.544 1.985 -0.890
24 H -0.994 0.920 -2.367
25 H -2.537 2.254 -0.165
26 H -4.872 1.981 -0.862
27 H -3.776 1.519 -2.243
28 H -5.447 -0.391 -0.248
29 H -5.823 -0.051 -2.035
30 H -3.816 -0.233 1.267
31 H -3.982 1.597 1.791
32 H -2.387 -1.147 2.713
33 C -3.412 -7.852 -1.952
34 C -3.576 -7.979 -0.446
35 C -5.039 -8.126 -0.058
36 O -3.030 -6.826 0.190
37 H -3.932 -6.964 -2.327
38 H -2.358 -7.736 -2.216
39 H -3.807 -8.731 -2.469
40 H -3.012 -8.845 -0.087
41 H -5.614 -7.248 -0.368
42 H -5.142 -8.206 1.027
43 H -5.482 -9.013 -0.518
44 H -3.521 -6.054 -0.121
45 C 3.903 3.039 2.727
46 C 4.469 4.096 1.793
47 C 3.361 4.920 1.156
48 O 5.239 3.463 0.770
49 H 3.259 2.342 2.182
50 H 4.709 2.447 3.170
51 H 3.321 3.494 3.532
52 H 5.143 4.754 2.348
53 H 2.699 4.286 0.558
54 H 3.781 5.668 0.478
55 H 2.763 5.431 1.915
56 H 4.651 2.877 0.273
57 C 5.107 -0.654 -4.322
58 C 3.841 -1.181 -4.976
59 C 3.072 -0.069 -5.671
60 O 3.012 -1.784 -3.983
61 H 4.868 0.094 -3.559
62 H 5.643 -1.461 -3.816
63 H 5.774 -0.199 -5.059
64 H 4.097 -1.959 -5.701
65 H 2.765 0.700 -4.954
66 H 2.158 -0.460 -6.126
67 H 3.677 0.403 -6.449
68 H 2.780 -1.103 -3.337
69 C 1.562 2.989 7.020
70 C 2.268 4.081 6.233
71 C 2.173 5.424 6.941
72 O 1.683 4.185 4.936
73 H 0.497 3.215 7.132
74 H 1.629 2.032 6.495
75 H 2.000 2.873 8.015
76 H 3.319 3.813 6.094
77 H 1.128 5.733 7.050
78 H 2.674 6.201 6.359
79 H 2.629 5.380 7.933
80 H 0.753 4.422 5.047
81 C -9.283 -3.389 1.680
82 C -8.746 -2.657 0.460
83 C -7.665 -3.465 -0.240
84 O -8.211 -1.396 0.860
85 H -8.488 -3.560 2.413
86 H -10.050 -2.792 2.179
87 H -9.715 -4.353 1.403
88 H -9.564 -2.456 -0.237
89 H -6.816 -3.638 0.427
90 H -7.281 -2.922 -1.107
91 H -8.048 -4.432 -0.574
92 H -7.487 -1.563 1.477
93 C 8.737 3.578 -1.983
94 C 7.470 3.049 -2.636
95 C 6.701 4.161 -3.333
96 O 6.641 2.450 -1.645
97 H 8.500 4.328 -1.221
98 H 9.273 2.772 -1.476
99 H 9.403 4.031 -2.722
100 H 7.727 2.270 -3.359
101 H 6.394 4.930 -2.618
102 H 5.787 3.769 -3.788
103 H 7.306 4.631 -4.113
104 H 6.407 3.132 -0.998

Computed properties:
DFT total energy = -2193.4984 hartree
multiplicity = 1
SMILES string = OCOCCO[C@@H](CCC(F)=C(F)F)COO.CC(C)O.CC(C)O.CC(C)O.CC(C)O.CC(C)O.CC(C)O
LUMO level = 0.34 eV